(1)
ORCA calculation (ωB97M-V/def2-TZVPD) on a molecular structure, C3H16F6N2O13S2Y at a distorted geometry.

```
! wB97M-V def2-TZVPD RIJCOSX def2/J DEFGRID3
* xyz 1 1
Y 15.507 12.611 4.903
C 18.247 8.968 4.322
F 19.240 9.856 4.338
F 17.618 9.057 3.135
F 18.733 7.747 4.455
S 17.078 9.341 5.680
O 16.745 10.751 5.372
O 15.917 8.505 5.449
O 17.804 9.161 6.890
C 17.667 14.122 8.601
F 17.912 12.895 9.061
F 16.337 14.338 8.708
F 18.312 14.999 9.335
S 18.164 14.260 6.839
O 19.537 13.877 6.773
O 17.249 13.290 6.197
O 17.806 15.615 6.489
O 14.876 12.275 7.172
H 14.510 12.823 7.873
H 15.281 11.515 7.613
O 14.050 10.454 5.282
H 13.184 10.054 5.172
H 14.635 9.706 5.537
O 15.617 14.376 3.303
H 14.949 14.990 2.981
H 16.461 14.711 2.980
O 15.078 14.839 5.998
H 14.468 15.577 5.910
H 15.816 15.178 6.535
O 17.569 12.591 3.683
H 17.958 12.775 2.823
H 18.289 12.717 4.323
O 13.216 13.096 4.572
H 12.826 13.859 5.014
H 12.474 12.585 4.232
C 14.999 10.912 1.850
O 14.964 11.403 3.000
N 15.794 11.416 0.872
N 14.133 9.932 1.493
H 16.527 12.055 1.111
H 15.859 10.970 -0.027
H 13.605 9.463 2.205
H 14.142 9.632 0.536
*
```

Summary:
- E_tot (eV) = -71989.2876
- F_max (eV Å⁻¹) = 1.53
- energy above the lowest of the compared OMol25 structures with the same formula, charge and spin (kJ/mol) = 0.0
- LUMO (eV) = -3.58

Okay, here come the Löwdin numbers, in e, for every atom: 1.592 -0.666 0.146 0.121 0.170 0.553 -0.427 -0.282 -0.223 -0.664 0.156 0.109 0.182 0.539 -0.227 -0.439 -0.276 -0.082 0.089 0.097 -0.110 0.077 0.015 -0.079 0.098 0.090 -0.091 0.092 0.036 -0.088 0.091 0.083 -0.064 0.089 0.102 -0.569 -0.103 0.202 0.207 0.099 0.119 0.122 0.117



(2)
ORCA calculation (ωB97M-V/def2-TZVPD) on 2 unconnected molecules or ions with the total composition C6H10BNO7P2 at a distorted geometry.

```
! wB97M-V def2-TZVPD RIJCOSX def2/J DEFGRID3
* xyz 0 1
O 0.127 1.190 0.543
C -0.181 1.538 1.671
C -1.040 0.781 2.553
C -1.321 1.273 3.770
O -2.095 0.659 4.648
C -0.771 2.596 4.250
O -1.101 2.957 5.364
C 0.106 3.342 3.371
C 0.389 2.848 2.157
O 1.180 3.454 1.284
H -1.431 -0.164 2.203
H -2.129 1.238 5.437
H 0.507 4.280 3.727
H 1.210 2.881 0.493
N -0.490 -1.707 -0.877
B -0.284 -1.638 -2.283
O -1.344 -1.561 -3.181
P 1.556 -1.737 -2.954
P 1.614 -3.748 -3.830
O 2.801 -3.487 -4.942
O 0.346 -3.872 -4.824
H -1.466 -1.890 -0.660
H -0.171 -0.886 -0.372
H -1.467 -0.657 -3.479
H 1.491 -0.816 -4.030
H 3.640 -3.660 -4.505
H 0.322 -3.217 -5.535
*
```

Summary:
- E_tot (eV) = -41462.7578
- F_max (eV Å⁻¹) = 1.22
- structure (SMILES) = O=C1C=C(O)C(=O)C=C1O.NB(O)[PH]#P(O)O
- LUMO (eV) = -1.76

Okay, here come the Löwdin numbers, in e, for every atom: 0.088 -0.302 0.074 -0.232 0.125 -0.311 0.111 0.076 -0.233 0.121 0.133 0.124 0.137 0.121 0.133 -0.898 0.041 0.690 0.537 -0.371 -0.342 0.076 0.040 0.090 -0.119 0.032 0.060



(3)
ORCA calculation (ωB97M-V/def2-TZVPD) on 2 unconnected molecules or ions with the total composition C4H12NO at a distorted geometry.

```
! wB97M-V def2-TZVPD RIJCOSX def2/J DEFGRID3
* xyz 1 1
C -1.691 0.360 -0.944
C -1.317 0.297 0.589
C 0.178 0.560 0.848
C 0.785 1.660 0.787
N 1.001 -0.680 1.115
H -2.754 0.206 -1.106
H -1.460 1.369 -1.396
H -1.019 -0.338 -1.499
H -1.876 1.240 1.157
H -1.769 -0.552 1.104
H 0.414 2.622 0.593
H 1.810 1.855 1.048
H 0.570 -1.313 1.761
H 2.018 -0.571 1.441
H 1.014 -1.217 0.142
H 1.703 -1.316 -2.354
H 1.117 -2.608 -1.700
O 1.276 -1.574 -1.584
*
```

Summary:
- E_tot (eV) = -7872.3359
- F_max (eV Å⁻¹) = 5.36
- energy above the lowest of the compared OMol25 structures with the same formula, charge and spin (kJ/mol) = 188.6
- LUMO (eV) = -3.36

Okay, here come the Löwdin numbers, in e, for every atom: -0.086 -0.176 -0.324 0.085 0.199 0.071 0.093 0.061 0.176 0.099 0.086 0.091 0.144 0.205 0.148 0.024 0.158 -0.054



(4)
ORCA calculation (ωB97M-V/def2-TZVPD) on 2 unconnected molecules or ions with the total composition C55H61F3N5O2 at a distorted geometry.

```
! wB97M-V def2-TZVPD RIJCOSX def2/J DEFGRID3
* xyz 1 1
C 4.487 -3.006 -2.237
C 4.271 -3.141 -0.731
C 5.521 -3.630 -0.003
C 3.054 -4.019 -0.415
C 3.086 -5.370 -0.747
C 2.030 -6.220 -0.409
C 0.929 -5.714 0.282
C 0.873 -4.366 0.638
C -0.259 -3.862 1.536
C -0.351 -4.688 2.822
C -1.584 -3.828 0.785
C 1.905 -3.512 0.216
N 1.884 -2.122 0.605
N 2.791 -1.724 1.524
N 2.489 -0.432 1.791
C 3.016 0.173 2.992
C 4.399 0.396 3.081
C 5.342 -0.100 1.982
C 6.626 -0.717 2.536
C 5.617 0.993 0.950
C 4.878 1.145 4.153
C 4.019 1.577 5.166
C 2.673 1.217 5.129
C 2.164 0.472 4.067
C 0.748 -0.081 4.136
C -0.310 1.015 4.251
C 0.628 -1.112 5.262
C 1.476 0.020 0.948
C 1.107 1.405 0.870
C -0.092 1.775 0.212
C -0.356 3.100 -0.098
C 0.497 4.106 0.324
C 0.149 5.529 -0.030
F 1.140 6.139 -0.745
F -0.992 5.615 -0.791
F -0.074 6.281 1.090
C 1.648 3.805 1.060
C 1.945 2.475 1.331
C 1.076 -1.051 0.153
C 0.166 -1.120 -0.902
H 3.570 -2.647 -2.721
H 5.289 -2.290 -2.454
H 4.753 -3.976 -2.677
H 4.028 -2.153 -0.331
H 5.312 -3.743 1.068
H 5.849 -4.601 -0.396
H 6.345 -2.914 -0.110
H 3.960 -5.765 -1.268
H 2.077 -7.277 -0.672
H 0.112 -6.374 0.581
H -0.002 -2.835 1.816
H 0.614 -4.701 3.339
H -1.097 -4.257 3.499
H -0.633 -5.723 2.595
H -1.534 -3.107 -0.038
H -1.810 -4.820 0.371
H -2.394 -3.534 1.463
H 4.795 -0.908 1.485
H 6.381 -1.518 3.240
H 7.225 -1.153 1.730
H 7.237 0.030 3.055
H 4.676 1.381 0.545
H 6.163 1.829 1.413
H 6.212 0.598 0.117
H 5.939 1.393 4.196
H 4.400 2.187 5.986
H 2.001 1.495 5.942
H 0.567 -0.608 3.193
H -0.236 1.704 3.402
H -1.313 0.567 4.242
H -0.186 1.587 5.180
H 1.380 -1.899 5.127
H 0.797 -0.642 6.240
H -0.365 -1.579 5.260
H -0.794 0.998 -0.077
H -1.235 3.356 -0.668
H 2.301 4.597 1.417
H 2.854 2.245 1.890
H 0.022 -0.218 -1.474
H -0.039 -2.105 -1.308
C -3.965 5.177 2.369
O -3.701 4.705 1.034
C -4.281 3.541 0.634
C -3.654 2.910 -0.472
C -3.794 1.545 -0.593
C -4.862 0.905 0.086
C -5.631 1.555 1.053
C -5.322 2.886 1.353
N -4.966 -0.389 -0.428
C -6.021 -1.328 -0.083
C -3.987 -0.610 -1.359
C -3.164 0.538 -1.446
C -2.018 0.722 -2.252
C -2.041 0.298 -3.612
C -2.077 -1.009 -4.122
N -2.396 -0.969 -5.450
C -2.716 -2.151 -6.230
C -2.539 0.354 -5.866
C -2.327 1.193 -4.740
C -2.635 2.544 -4.809
C -3.160 3.045 -6.035
O -3.642 4.305 -6.211
C -3.835 5.172 -5.074
C -3.281 2.201 -7.176
C -3.024 0.840 -7.078
H -3.262 5.999 2.513
H -4.999 5.538 2.446
H -3.780 4.384 3.111
H -3.041 3.494 -1.151
H -6.409 1.007 1.582
H -5.847 3.418 2.153
H -6.316 -1.166 0.959
H -6.914 -1.198 -0.716
H -5.655 -2.351 -0.233
H -3.921 -1.528 -1.936
H -1.314 1.503 -1.966
H -1.882 -1.942 -3.602
H -2.883 -1.861 -7.271
H -1.890 -2.868 -6.172
H -3.622 -2.640 -5.837
H -2.533 3.175 -3.923
H -4.317 6.057 -5.487
H -4.491 4.707 -4.320
H -2.869 5.442 -4.626
H -3.658 2.654 -8.089
H -3.200 0.157 -7.908
*
```

Summary:
- E_tot (eV) = -77714.1540
- F_max (eV Å⁻¹) = 3.10
- energy above the lowest of the compared OMol25 structures with the same formula, charge and spin (kJ/mol) = 109.5
- LUMO (eV) = -4.37

Löwdin population analysis, charges in e, atoms 1 to 99: -0.055 -0.385 -0.059 -0.120 -0.024 -0.045 -0.030 -0.125 -0.375 -0.058 -0.063 -0.082 -0.004 0.188 0.027 -0.110 -0.131 -0.380 -0.059 -0.044 -0.017 -0.040 -0.021 -0.131 -0.376 -0.050 -0.052 -0.113 -0.113 -0.013 -0.011 -0.116 -0.510 0.126 0.100 0.121 0.013 0.012 -0.219 0.004 0.084 0.083 0.080 0.101 0.087 0.081 0.077 0.119 0.111 0.116 0.116 0.088 0.079 0.077 0.048 0.083 0.080 0.088 0.090 0.076 0.075 0.069 0.091 0.084 0.118 0.113 0.119 0.114 0.072 0.084 0.081 0.087 0.083 0.081 0.077 0.073 0.133 0.103 0.012 0.033 -0.045 -0.086 -0.236 0.063 -0.096 -0.163 0.014 0.004 -0.059 0.008 0.081 -0.107 0.089 -0.143 0.004 -0.097 -0.005 -0.163 -0.102



(5)
ORCA calculation (ωB97M-V/def2-TZVPD) on a molecular structure, C33H34CoFGeNO3S4.

```
! wB97M-V def2-TZVPD RIJCOSX def2/J DEFGRID3
* xyz 2 2
Co -0.988 -1.351 -1.366
C 3.263 -2.493 4.296
C 2.905 -1.025 4.125
C 2.567 -0.312 5.424
C 1.314 -0.907 6.048
C 0.188 -0.929 5.052
C -1.125 -0.941 5.471
C -2.169 -0.941 4.550
F -3.419 -0.960 5.013
C -1.949 -0.910 3.203
C -0.628 -0.888 2.745
C -0.370 -0.830 1.323
O -1.352 -0.818 0.509
C 1.005 -0.785 0.926
C 1.992 -0.834 1.891
N 1.749 -0.902 3.188
C 0.441 -0.911 3.664
C 1.479 -0.411 -0.423
O 2.644 -0.285 -0.685
O 0.524 -0.056 -1.339
H 4.091 -2.590 4.997
H 3.573 -2.931 3.347
H 2.423 -3.073 4.678
H 3.724 -0.501 3.633
H 2.417 0.751 5.222
H 3.417 -0.398 6.100
H 1.008 -0.331 6.922
H 1.508 -1.921 6.404
H -1.365 -0.944 6.527
H -2.772 -0.901 2.504
H 3.032 -0.775 1.595
C -2.604 0.036 -4.439
C -1.208 -0.516 -4.640
S -0.687 -1.869 -3.560
C -1.897 -3.206 -3.813
C -3.221 -3.081 -3.059
S -2.976 -2.477 -1.349
C -4.241 -1.202 -1.133
C -4.407 -0.186 -2.248
S -2.858 0.624 -2.738
H -3.366 -0.701 -4.683
H -2.742 0.873 -5.123
H -0.452 0.251 -4.456
H -1.071 -0.862 -5.667
H -1.365 -4.101 -3.487
H -2.068 -3.322 -4.883
H -3.681 -4.066 -2.993
H -3.925 -2.428 -3.566
H -3.919 -0.714 -0.210
H -5.189 -1.701 -0.926
H -5.089 0.588 -1.897
H -4.871 -0.619 -3.133
Ge 0.164 1.939 -1.266
C 1.218 2.530 0.208
C 0.579 2.580 1.450
C 1.261 2.997 2.580
C 2.593 3.384 2.471
C 3.232 3.354 1.238
C 2.546 2.932 0.109
C 0.629 2.342 -3.084
C 1.849 1.948 -3.628
C 2.159 2.271 -4.939
C 1.261 3.001 -5.714
C 0.049 3.408 -5.176
C -0.262 3.083 -3.861
H -1.308 1.875 -0.921
H -0.464 2.287 1.538
H 0.754 3.048 3.535
H 3.128 3.731 3.345
H 4.263 3.669 1.157
H 3.053 2.899 -0.848
H 2.546 1.360 -3.038
H 3.105 1.960 -5.361
H 1.514 3.257 -6.734
H -0.644 3.987 -5.771
H -1.213 3.403 -3.449
S 0.679 -4.394 -0.536
C 0.016 -3.072 -0.845
*
```

Summary:
- E_tot (eV) = -182594.9992
- F_max (eV Å⁻¹) = 0.94
- energy above the lowest of the compared OMol25 structures with the same formula, charge and spin (kJ/mol) = 56.8
- LUMO (alpha / beta) (eV) = -5.98 / -5.91

Okay, here come the Löwdin numbers, in e, for every atom: 0.027 -0.012 -0.288 -0.121 -0.114 -0.112 0.087 -0.244 0.106 0.085 -0.046 -0.269 -0.104 -0.063 0.056 0.048 -0.053 -0.549 0.141 -0.269 0.101 0.087 0.089 0.151 0.126 0.133 0.133 0.130 0.147 0.133 0.163 -0.463 -0.449 0.957 -0.429 -0.409 0.967 -0.453 -0.476 0.904 0.073 0.092 0.062 0.103 0.080 0.104 0.096 0.065 0.076 0.100 0.092 0.078 1.111 -0.318 -0.122 -0.072 -0.059 -0.054 -0.081 -0.327 -0.100 -0.057 -0.054 -0.065 -0.128 -0.014 0.101 0.111 0.113 0.116 0.110 0.105 0.115 0.116 0.114 0.099 0.945 -0.576



(6)
ORCA calculation (ωB97M-V/def2-TZVPD) on 2 unconnected molecules or ions with the total composition C7H10Br2Si at a distorted geometry.

```
! wB97M-V def2-TZVPD RIJCOSX def2/J DEFGRID3
* xyz 0 1
C 0.449 -1.437 1.951
C -0.270 -2.041 1.014
C -0.969 0.195 1.071
C 1.284 0.209 0.354
C 0.447 0.044 1.646
C -0.793 -0.960 0.073
C 0.470 -0.560 -0.616
Si -0.578 1.678 -2.944
Br 0.721 2.022 -4.744
Br -0.104 3.317 -1.467
H 0.995 -1.886 2.758
H -0.445 -3.090 0.852
H -1.745 -0.004 1.808
H -1.145 1.158 0.597
H 1.347 1.271 0.088
H 2.306 -0.165 0.441
H 0.726 0.708 2.456
H -1.635 -1.235 -0.552
H 0.899 -1.132 -1.420
H -1.959 1.911 -3.365
*
```

Summary:
- E_tot (eV) = -155382.4069
- F_max (eV Å⁻¹) = 1.22
- energy above the lowest of the compared OMol25 structures with the same formula, charge and spin (kJ/mol) = 209.4
- LUMO (alpha / beta) (eV) = -1.48 / 0.05

Okay, here come the Löwdin numbers, in e, for every atom: -0.051 -0.045 -0.110 -0.167 -0.270 -0.299 -0.059 -0.165 0.157 0.179 0.104 0.106 0.122 0.087 0.073 0.122 0.137 0.134 0.093 -0.146



(7)
ORCA calculation (ωB97M-V/def2-TZVPD) on a molecular structure, C19H21BNOTi at a distorted geometry.

```
! wB97M-V def2-TZVPD RIJCOSX def2/J DEFGRID3
* xyz -1 3
C 0.512 -2.133 1.432
C -0.850 -2.205 0.964
C -0.788 -2.080 -0.471
H -1.699 -2.484 1.575
C 0.574 -1.921 -0.851
C 1.386 -1.873 0.330
H 2.479 -1.862 0.354
H 0.804 -2.476 2.432
H -1.633 -2.202 -1.154
H 0.934 -1.901 -1.892
C -0.962 2.144 0.034
C -0.572 2.175 1.388
C 0.843 1.977 1.493
H -1.196 2.415 2.268
C 1.329 1.823 0.134
C 0.213 2.000 -0.749
H 0.264 2.095 -1.835
H -1.953 2.367 -0.375
H 1.407 2.115 2.407
H 2.363 1.789 -0.191
Ti 0.019 -0.024 0.751
O -0.260 -0.172 -3.899
C -1.420 -0.855 -4.383
C -0.082 -0.933 -5.146
H -1.700 -1.738 -3.798
H -2.209 -0.246 -4.851
H 0.460 -1.892 -5.037
H 0.850 -1.933 -7.468
C 0.588 -0.871 -7.573
C 0.085 -0.203 -6.420
C -0.287 1.159 -6.532
H -0.680 1.678 -5.652
C -0.130 1.825 -7.749
H -0.403 2.875 -7.804
C 0.359 1.154 -8.869
H 0.459 1.673 -9.812
C 0.706 -0.197 -8.783
H 1.069 -0.744 -9.652
B -0.060 -0.040 5.304
C -0.303 -0.149 3.801
N -0.429 -0.120 2.620
H 0.991 -0.591 5.594
H -1.025 -0.580 5.812
H -0.053 1.164 5.611
*
```

Summary:
- E_tot (eV) = -47371.9608
- F_max (eV Å⁻¹) = 6.61
- LUMO (alpha / beta) (eV) = 2.34 / 2.34

Okay, here come the Löwdin numbers, in e, for every atom: -0.242 -0.198 -0.176 0.095 -0.177 -0.200 0.096 0.112 0.082 0.091 -0.190 -0.223 -0.208 0.114 -0.196 -0.175 0.092 0.094 0.103 0.089 0.680 -0.071 -0.088 -0.208 0.104 0.115 0.146 0.112 -0.041 -0.176 -0.023 0.119 -0.088 0.100 -0.104 0.093 -0.100 0.098 -0.458 -0.162 -0.021 -0.005 -0.009 0.004



(8)
ORCA calculation (ωB97M-V/def2-TZVPD) on 2 unconnected molecules or ions with the total composition C3H9N3 at a distorted geometry.

```
! wB97M-V def2-TZVPD RIJCOSX def2/J DEFGRID3
* xyz 0 1
C 2.103 -0.072 0.735
C -1.985 -0.544 0.571
C -0.261 -0.508 -1.073
N 2.885 0.534 -0.047
N -1.076 1.418 0.002
N -1.097 0.027 -0.212
H 2.019 -1.119 0.799
H 1.488 0.437 1.413
H -2.893 -0.083 0.840
H -2.036 -1.670 0.597
H 0.130 0.167 -1.826
H -0.574 -1.485 -1.143
H 3.399 -0.032 -0.661
H -0.115 1.777 -0.062
H -1.519 1.693 0.829
*
```

Summary:
- E_tot (eV) = -7722.3420
- F_max (eV Å⁻¹) = 3.79
- energy above the lowest of the compared OMol25 structures with the same formula, charge and spin (kJ/mol) = 504.8
- LUMO (eV) = 0.89

Okay, here come the Löwdin numbers, in e, for every atom: -0.162 -0.066 -0.036 0.035 0.093 -0.372 0.049 0.037 0.037 0.076 0.084 0.045 0.013 0.101 0.066